A structure of composition C68H59AsN7O2P2RhSe2, computed with the ωB97M-V functional and the def2-TZVPD basis.

Geometry as XYZ:
```
142
Properties=species:S:1:pos:R:3:forces:R:3:lowdin_charge:R:1
Rh 0.199 0.090 0.157 0.7 0.8 0.5 0.735
Se 0.279 -2.654 5.568 0.0 0.0 0.0 0.315
P 2.210 -2.786 4.739 0.0 0.0 0.0 0.534
C 2.890 -4.454 4.664 0.0 0.0 0.0 -0.346
C 4.185 -4.747 5.081 0.0 0.0 0.0 -0.070
C 4.650 -6.053 5.020 0.0 0.0 0.0 -0.066
C 3.828 -7.061 4.542 0.0 0.0 0.0 -0.063
C 2.532 -6.771 4.134 0.0 0.0 0.0 -0.062
C 2.058 -5.473 4.200 0.0 0.0 0.0 -0.106
C 3.470 -1.730 5.488 0.0 -0.1 0.0 -0.365
C 3.276 -1.222 6.768 0.0 0.0 0.0 -0.088
C 4.284 -0.485 7.372 0.0 0.0 0.0 -0.065
C 5.475 -0.246 6.699 0.0 0.0 0.0 -0.062
C 5.669 -0.749 5.419 0.0 0.0 0.0 -0.063
C 4.670 -1.500 4.818 0.0 0.0 0.0 -0.114
C 2.096 -2.233 3.009 0.0 0.1 0.0 -0.397
C 1.925 -0.979 2.449 0.1 0.1 -0.2 -0.439
N 1.458 -1.193 1.179 -0.4 -0.3 0.3 -0.165
N 1.377 -2.507 0.984 -0.1 0.0 0.1 -0.016
N 1.756 -3.136 2.053 0.1 0.0 0.0 0.060
P 2.554 0.650 2.741 -0.2 0.0 -0.1 0.780
Se 1.499 1.914 1.263 0.1 0.0 0.0 0.610
C 2.177 1.199 4.398 0.0 0.0 0.0 -0.347
C 0.896 0.885 4.858 0.0 0.0 0.0 -0.126
C 0.485 1.330 6.100 0.0 0.0 0.0 -0.061
C 1.338 2.106 6.875 0.0 0.0 0.0 -0.046
C 2.612 2.410 6.421 0.0 0.0 0.0 -0.059
C 3.043 1.951 5.186 0.0 -0.1 0.0 -0.070
C 4.291 0.706 2.294 0.0 -0.1 0.1 -0.360
C 5.037 1.866 2.502 0.0 0.0 -0.1 -0.090
C 6.368 1.904 2.120 0.0 0.0 0.0 -0.051
C 6.950 0.799 1.514 0.0 0.0 0.0 -0.050
C 6.195 -0.339 1.265 0.0 0.0 0.0 -0.054
C 4.865 -0.389 1.650 0.0 0.0 0.1 -0.094
H 4.830 -3.972 5.473 0.0 0.0 0.0 0.098
H 5.653 -6.281 5.355 0.0 0.0 0.0 0.111
H 4.193 -8.079 4.498 0.0 0.0 0.0 0.112
H 1.887 -7.561 3.775 0.0 0.0 0.0 0.110
H 1.042 -5.247 3.904 0.0 0.0 0.0 0.086
H 2.339 -1.410 7.277 0.0 0.0 0.0 0.079
H 4.140 -0.098 8.372 0.0 0.0 0.0 0.115
H 6.260 0.324 7.179 0.0 0.0 0.0 0.113
H 6.602 -0.576 4.898 0.0 0.0 0.0 0.112
H 4.833 -1.922 3.834 0.0 0.0 0.0 0.103
H 0.239 0.256 4.269 0.0 0.0 0.0 0.068
H -0.492 1.051 6.472 0.0 0.0 0.0 0.114
H 1.014 2.459 7.846 0.0 0.0 0.0 0.117
H 3.284 2.994 7.037 0.0 0.0 0.0 0.119
H 4.056 2.153 4.870 0.0 0.0 0.0 0.095
H 4.581 2.755 2.920 0.0 0.0 0.0 0.108
H 6.948 2.801 2.289 0.0 0.0 0.0 0.117
H 7.992 0.830 1.225 0.0 0.0 0.0 0.117
H 6.644 -1.193 0.776 0.0 0.0 0.0 0.116
H 4.285 -1.284 1.464 0.0 0.0 0.0 0.103
C -10.767 -6.551 4.909 0.0 0.0 0.0 -0.058
O -9.862 -6.957 3.890 0.0 0.0 0.0 -0.058
C -8.846 -6.139 3.576 0.0 0.0 0.0 -0.273
C -8.618 -4.898 4.171 0.0 0.0 0.0 -0.002
C -7.534 -4.138 3.765 0.0 0.0 0.0 -0.023
C -6.667 -4.586 2.776 0.0 0.0 0.0 -0.164
C -6.908 -5.832 2.185 0.0 0.0 0.0 -0.009
C -7.979 -6.597 2.577 0.0 0.0 0.0 0.023
C -5.516 -3.810 2.333 0.0 0.0 0.0 -0.232
N -4.688 -4.165 1.369 0.0 0.0 0.0 0.201
C -3.772 -3.164 1.294 0.0 0.0 0.0 -0.168
C -4.034 -2.172 2.219 0.0 0.0 0.0 -0.120
N -5.161 -2.601 2.876 0.0 0.0 0.0 0.194
C -3.241 -1.000 2.347 0.0 0.0 0.1 -0.049
C -3.472 0.057 3.240 0.0 0.0 0.0 0.045
C -2.641 1.146 3.211 0.0 0.0 0.0 -0.009
C -1.565 1.178 2.325 0.1 -0.1 0.2 -0.136
N -1.301 0.174 1.498 -0.1 -0.1 -0.2 -0.008
C -2.140 -0.899 1.476 0.0 0.0 -0.1 -0.125
C -1.879 -1.901 0.492 0.1 -0.1 0.1 -0.165
N -0.827 -1.680 -0.322 -0.2 0.4 -0.6 -0.011
C -0.504 -2.599 -1.207 0.1 0.0 0.0 -0.116
C -1.226 -3.785 -1.359 0.0 0.0 0.0 -0.004
C -2.320 -4.013 -0.564 0.0 0.0 0.0 0.052
C -2.665 -3.051 0.397 0.0 0.0 0.0 -0.059
H -11.485 -7.359 5.008 0.0 0.0 0.0 0.098
H -11.289 -5.634 4.627 0.0 0.0 0.0 0.099
H -10.248 -6.408 5.859 0.0 0.0 0.0 0.099
H -9.274 -4.521 4.941 0.0 0.0 0.0 0.108
H -7.391 -3.176 4.245 0.0 0.0 0.0 0.106
H -6.239 -6.186 1.414 0.0 0.0 0.0 0.115
H -8.174 -7.563 2.131 0.0 0.0 0.0 0.128
H -5.633 -2.150 3.640 0.0 0.0 0.0 0.152
H -4.302 0.020 3.934 0.0 0.0 0.0 0.130
H -2.785 1.989 3.872 0.0 0.0 0.0 0.126
H -0.880 2.005 2.324 0.1 0.0 0.0 0.026
H 0.378 -2.417 -1.799 0.0 0.0 -0.1 0.106
H -0.903 -4.505 -2.096 0.0 0.0 0.0 0.127
H -2.914 -4.914 -0.645 0.0 0.0 0.0 0.135
C -0.937 6.622 -0.155 0.0 0.0 0.0 -0.055
C -0.867 6.226 -1.484 0.0 0.0 0.0 -0.051
C -0.726 4.886 -1.805 0.1 0.0 0.0 -0.109
C -0.633 3.921 -0.798 0.1 0.0 -0.1 -0.357
C -0.712 4.327 0.527 -0.1 0.0 0.0 -0.147
C -0.866 5.670 0.848 0.0 0.0 0.0 -0.061
As -0.399 2.075 -1.390 -0.3 -0.2 -0.1 1.316
C -1.536 2.200 -2.952 0.0 -0.1 0.0 -0.394
C -1.032 1.983 -4.226 0.0 0.0 0.0 -0.112
C -1.855 2.147 -5.332 0.0 0.0 0.0 -0.054
C -3.177 2.535 -5.164 0.0 0.0 0.0 -0.054
C -3.670 2.782 -3.889 0.0 0.0 0.0 -0.059
C -2.849 2.623 -2.784 0.0 0.0 0.0 -0.134
C 1.382 1.959 -2.129 0.0 0.0 0.0 -0.418
C 2.010 2.967 -2.847 0.0 0.0 0.0 -0.073
C 3.314 2.790 -3.291 0.0 0.0 0.0 -0.043
C 3.997 1.612 -3.022 0.0 0.0 0.0 -0.048
C 3.382 0.598 -2.299 0.0 0.0 0.0 -0.053
C 2.083 0.789 -1.863 0.0 0.1 0.0 -0.192
H -1.058 7.667 0.095 0.0 0.0 0.0 0.116
H -0.932 6.961 -2.275 0.0 0.0 0.0 0.117
H -0.710 4.599 -2.848 0.0 0.0 0.0 0.101
H -0.656 3.614 1.332 0.0 0.0 0.0 0.020
H -0.930 5.967 1.886 0.0 0.0 0.0 0.113
H 0.004 1.710 -4.366 0.0 0.0 0.0 0.089
H -1.458 1.985 -6.325 0.0 0.0 0.0 0.116
H -3.817 2.665 -6.026 0.0 0.0 0.0 0.114
H -4.692 3.113 -3.757 0.0 0.0 0.0 0.116
H -3.232 2.852 -1.797 0.0 0.0 0.0 0.113
H 1.495 3.894 -3.060 0.0 0.0 0.0 0.105
H 3.801 3.580 -3.848 0.0 0.0 0.0 0.118
H 5.012 1.483 -3.371 0.0 0.0 0.0 0.117
H 3.904 -0.325 -2.083 0.0 0.0 0.0 0.118
H 1.656 -0.047 -1.283 -0.2 -0.3 -0.1 0.045
C -3.748 -0.191 -1.542 0.0 0.0 0.0 -0.050
C -3.252 -0.971 -2.756 0.0 -0.1 0.1 -0.237
O -1.858 -0.764 -2.989 -0.2 -0.2 -0.2 -0.210
C -1.477 -1.512 -4.141 0.0 0.1 -0.1 -0.270
C -0.011 -1.331 -4.469 0.0 0.0 0.0 -0.049
H -4.432 0.605 -1.823 0.0 0.0 0.0 0.070
H -2.904 0.261 -1.018 0.0 0.0 0.0 0.041
H -4.271 -0.846 -0.843 0.0 0.0 0.0 0.076
H -3.809 -0.695 -3.658 0.0 0.1 0.0 0.125
H -3.416 -2.045 -2.599 0.0 0.0 -0.1 0.113
H -2.078 -1.181 -4.997 0.0 0.0 0.0 0.125
H -1.715 -2.571 -3.978 0.0 0.0 0.0 0.114
H 0.201 -0.322 -4.813 0.0 0.0 0.0 0.056
H 0.269 -2.019 -5.267 0.0 0.0 0.0 0.091
H 0.640 -1.531 -3.618 0.0 0.0 0.0 0.050
```
Positions in Å, forces in eV/Å.

Calculated values
E_HOMO   -11.50 eV
Molecular weight   1403.96 g mol⁻¹
Total charge   +2
ΔE to the lowest compared entry with this formula, charge and spin   35.6 kcal/mol